Record 1
Entry from the OMol25 dataset: a structure of composition C52H55N10NiO in a non-equilibrium geometry (ωB97M-V/def2-TZVPD).

CARTESIAN COORDINATES (ANGSTROEM)
H 4.500810 5.684206 -5.470767
H 1.933615 -2.053556 -1.666558
C 5.543256 4.567349 -6.831287
C -8.465951 -6.273769 -3.455220
H -3.688316 1.404095 -9.963239
C -9.066979 1.615549 -0.130970
H -5.824641 2.131554 0.987716
C 6.170268 2.348465 -6.174638
C 3.535552 -2.369516 7.053771
H -3.440304 -6.830216 3.144106
H -5.503403 2.171265 -1.446570
C -0.452535 1.472870 -9.073636
H 5.277657 1.682471 -4.373509
C 1.939076 -0.235562 7.587485
C -2.425521 6.275756 -4.463342
H 9.403779 -8.724531 3.322043
H -0.817149 4.857132 3.301513
C 8.829038 1.235187 2.482691
N -2.974281 0.623382 -8.120863
H -10.062710 1.441998 0.249558
C 5.442528 2.534273 -5.016663
C 3.022227 -0.504778 8.386281
C -5.469026 -6.729997 3.944402
H 1.942008 6.658042 6.829675
C -7.898710 -4.489731 -1.434831
H -7.374470 2.054471 -2.973188
H 0.546031 -2.948901 -1.134873
C 6.532746 1.592782 2.298206
C -6.000424 -4.840627 5.096783
H -6.678994 -4.333880 5.766966
H 5.521490 1.252011 2.464458
H 9.961783 2.833331 1.403691
H -0.359522 -0.961927 0.063823
C 1.578066 -1.023204 6.509539
C -4.821580 -4.202275 4.725837
C -2.833051 1.292142 -9.313336
C -7.126227 -4.503985 -2.610684
C 1.774430 6.181819 4.750165
C 7.915628 -7.479755 2.417113
C 8.354555 -8.664191 3.073276
H -0.906015 8.230265 -1.595946
H 6.751995 1.473901 -6.425869
H 4.200825 -3.189748 6.827869
Ni 2.974563 4.631674 -0.358906
N -0.789782 6.474845 -2.676172
C -0.002184 6.072499 6.279798
H 1.266678 0.599888 7.715142
N -7.425932 -5.415233 -3.621620
N -8.909816 1.715487 -1.475300
C -3.088633 7.433695 -4.078596
C -6.505574 2.088062 -1.052703
H -0.793438 4.924474 -4.018149
H -0.418700 6.279171 7.254578
H 3.310039 0.107760 9.227912
C 7.524052 0.795758 2.777521
H 9.680433 0.761030 2.948210
C 0.309433 -0.820615 -0.785076
C 2.449321 -2.078696 6.219274
C -7.616357 1.956757 -1.925174
N 1.092371 5.686999 3.675742
C -0.535463 0.740239 -7.914437
C -4.194369 -6.273545 3.680664
H 4.681674 -7.941126 2.306494
H -7.659950 -3.753053 -0.682027
C 9.009150 2.388620 1.650947
C 7.387885 -9.630182 3.364580
C -0.780653 5.544316 5.274541
H -0.428644 -0.810378 -1.587092
H -1.855517 -0.204343 -6.550115
H 5.302223 -10.077884 3.357847
C -1.416046 7.594509 -2.304522
H 2.807487 6.450723 4.586170
H -3.993860 7.812512 -4.529664
H -5.735865 -7.741347 3.675396
H -2.810920 5.766142 -5.334071
C 1.177277 -2.096778 -0.882858
N 3.857327 -1.553738 8.148908
C -3.900821 -4.948198 4.037017
C -2.538115 8.052100 -2.956980
H -8.506662 -6.988965 -4.263451
H 2.323966 -2.712384 5.353749
H 6.802845 3.186346 -8.019766
C -9.045766 -5.308266 -1.363927
C -1.792343 0.285241 -7.510692
H 8.656707 -6.720708 2.214522
H 0.464114 1.847157 -9.504982
C 5.727803 -8.143002 2.483304
H -1.823559 5.325081 5.449722
C 6.063407 -9.349242 3.121057
C -1.339060 5.806296 -3.716353
H -6.200323 -3.948316 -2.628878
N 4.818925 3.718387 -4.651678
C -6.677909 2.041717 0.331772
H 0.294775 0.534358 -7.255098
H -10.145250 -6.921892 -2.155142
H -2.876365 9.041320 -2.685975
H -9.601155 -5.261186 -0.438878
H 7.303040 0.030507 3.506860
H 5.590263 5.431870 -7.476890
H -1.488519 2.243880 -10.760091
H -2.899808 -4.609588 3.814046
N 6.580281 2.666866 1.441970
N 6.601882 -7.195095 2.067420
C 4.883941 4.685417 -5.619186
C -9.346308 -6.228741 -2.373387
H -4.655143 -3.169967 4.996122
H 0.743858 -0.768234 5.872765
H -8.107762 1.650941 1.831388
N -6.337525 -6.062731 4.702843
H 1.663462 -2.397568 0.045188
O 0.992160 0.416126 -0.701091
H 7.735425 -10.554493 3.801926
C 1.289495 6.381091 6.014869
C -1.625945 1.771143 -9.798827
C -0.202491 5.400093 4.004219
H 8.053860 3.906787 0.579147
C 6.251251 3.375823 -7.110786
C -7.970112 1.785171 0.768638
C 7.883714 3.022443 1.175289

Cartesian forces, eV/Å:
-0.55 -0.12 0.78
-0.01 0.27 0.02
1.05 -1.24 -0.21
1.01 1.36 -0.11
-0.51 0.11 0.45
2.21 0.65 -0.78
-0.13 0.02 0.20
0.38 0.77 -0.81
-0.30 2.70 1.60
-0.19 -0.31 0.01
-0.02 0.23 -0.29
-0.70 0.66 -0.87
0.15 0.13 0.43
-1.70 0.63 -0.59
-0.53 -0.13 -0.02
-0.02 -0.35 0.00
0.14 0.30 -0.66
-0.09 0.99 -0.46
1.98 -0.27 -1.09
-0.07 -0.12 -0.09
-1.09 1.36 0.57
1.54 -1.66 -0.49
0.45 -0.55 0.62
0.17 0.38 -0.19
-0.41 0.06 -1.58
-0.72 -0.18 -0.26
-0.25 0.06 -0.09
-2.55 0.78 -2.09
0.01 0.07 -0.13
-0.29 0.03 -0.04
-0.31 0.17 0.34
0.19 -0.34 0.14
-0.05 0.54 0.58
1.76 -0.68 0.02
-0.28 -0.04 0.15
0.33 -0.53 0.85
-1.82 -2.76 -0.07
0.53 -0.17 -1.63
-1.30 -0.76 0.37
-1.37 1.61 -1.02
-0.15 -0.13 0.41
-0.34 -0.44 0.49
0.09 -0.01 0.18
0.00 -0.11 0.02
-0.54 -0.61 -0.38
-1.40 0.02 0.53
0.27 0.34 0.70
0.26 0.88 1.74
1.91 0.41 0.32
1.03 -0.54 1.42
-0.90 -0.13 -0.28
-0.15 -0.20 -0.08
-0.05 -0.20 0.15
-0.14 0.15 0.04
2.24 1.30 0.19
0.13 -0.13 -0.17
1.34 -0.24 0.11
0.18 -0.49 0.24
-0.37 -0.28 2.33
-1.25 0.33 2.12
-0.57 -0.27 0.21
-0.01 1.32 -0.22
-0.11 0.12 -0.19
-0.05 -0.18 0.31
-0.69 -1.63 1.20
1.15 0.37 0.20
0.40 0.54 -0.76
0.07 0.45 -0.52
-0.31 -0.32 -0.02
-0.14 0.10 0.03
0.51 -0.35 -0.99
0.18 -0.10 -0.31
0.18 0.00 -0.30
-0.26 -0.06 -0.19
0.31 -0.42 -0.01
-0.11 0.07 -0.18
-1.37 -0.84 -1.68
0.62 -1.06 -0.26
-0.52 1.40 -0.37
-0.47 -0.18 0.03
-0.24 -0.06 -0.09
0.05 0.36 -0.10
1.08 0.30 0.01
-1.39 1.74 -0.40
-0.10 0.18 -0.29
0.32 -0.08 0.33
0.64 0.21 -0.10
0.00 -0.20 -0.17
-0.01 0.43 -0.60
0.36 0.92 0.13
-0.05 0.17 -0.64
0.77 -0.66 -2.15
-0.94 -0.46 -1.24
0.27 -0.10 -0.27
-0.08 -0.14 -0.60
-0.39 -0.02 0.27
-0.37 -0.12 -0.09
0.09 -0.22 -0.25
-0.10 -0.09 -0.19
-0.48 0.17 -0.01
-0.02 0.43 -0.05
2.68 -1.03 1.15
1.56 -1.72 1.48
0.67 -0.74 0.65
0.88 0.61 1.01
0.12 -0.01 0.13
-0.06 -0.07 0.05
-0.38 0.10 0.10
-0.15 0.17 -0.01
0.06 0.44 0.11
-1.02 -1.52 -0.04
-0.31 -0.18 0.13
0.84 -0.20 0.39
1.07 -1.08 0.83
0.52 -0.75 0.38
-0.34 0.13 -0.24
-1.05 0.69 0.66
-0.59 -0.25 -0.02
-1.53 0.09 0.09

Calculated values
Charge: +1
Electronic energy in eV: -112790.720
Multiplicity: 3

Atom charges from the Löwdin analysis, given in e for atoms 1 to 8:
1 H 0.094
2 H 0.070
3 C -0.072
4 C -0.152
5 H 0.098
6 C -0.131
7 H 0.098
8 C -0.086

Record 2
Entry from the OMol25 dataset: a structure of composition C52H57BN10O2RuSSb2 in a non-equilibrium geometry (ωB97M-V/def2-TZVPD).

CARTESIAN COORDINATES (ANGSTROEM)
C 3.151893 1.700130 2.674650
H 4.014508 -3.920514 -3.297468
H 3.972424 -3.565798 2.609904
C 3.334003 -3.242576 -2.770271
H 1.862400 -3.563109 -4.333360
H 1.833445 3.900301 1.564519
H -0.036213 5.106108 4.752483
C 5.185385 -0.790156 1.103595
H 3.625655 -2.232593 -3.078247
C -0.447342 -5.124540 2.270882
N 1.376823 0.503846 2.081193
H -3.327203 0.534743 3.709345
C 0.871927 -5.476614 2.036390
C 1.269471 -0.363933 -3.444785
H -0.811135 1.172578 -3.815612
N -4.199019 0.048149 -1.110457
H -5.536328 -0.896571 -2.348830
C 3.553944 -3.423862 -1.275152
H -7.782349 2.654616 -0.370648
H -3.809671 -3.724332 -6.547302
O -2.911726 3.036189 -1.145524
C 1.921518 -3.543101 -3.243628
H -1.825991 1.925712 -2.554844
N -2.342576 -1.240133 -0.374853
C -3.032371 -3.418935 -5.858604
N 2.078071 1.661325 1.842476
C -3.955347 -2.237325 -1.781353
C 2.089276 2.164637 -4.589576
C 1.478056 -0.200978 -4.754391
H -2.158649 -3.183070 -1.008003
H 1.604004 -4.523984 -2.879628
H 3.867810 0.273082 4.186528
C -1.038387 1.202092 -2.750146
C 1.339559 3.452883 -1.104079
H 7.012947 0.201664 1.631385
C 0.232204 1.560168 -2.019954
C 0.924257 2.883010 -2.410990
C -0.024834 -2.976563 1.280677
C 0.421646 4.685961 3.859602
H 1.593920 5.462790 -0.452146
C 1.853964 1.089865 -5.339150
C 1.308225 -3.306975 1.037951
C -2.776498 -2.293384 -1.051585
C -2.597019 -2.102562 -5.839181
C -5.664390 2.570727 -0.124865
Ru -0.543152 0.411167 0.718840
C 3.142836 0.563517 3.443434
C 2.080327 2.097734 -3.096376
H 2.053198 -2.246768 3.528423
C 4.626147 -2.731752 2.381078
H 3.059829 4.494695 -0.363071
H 7.538541 -1.379103 3.462711
C -2.264819 0.330459 3.566559
C -7.232293 2.707973 1.711216
C 1.500469 0.782782 -2.499355
H -1.395288 0.210789 -2.464616
C -1.016835 -2.626923 -4.089428
C -0.498131 3.655709 3.288803
H 3.228235 -4.416011 -0.955068
H 4.449434 3.062284 1.653834
H 5.002390 2.555703 3.251482
H 0.432541 -1.565026 3.449687
C 1.461645 -1.357194 3.736062
Sb 0.427857 -2.129447 -2.598742
H -1.043748 -4.685929 -3.439347
H -4.028174 2.754778 2.835905
C -1.449478 2.796684 4.045140
H 1.488173 -1.187677 4.813659
C -4.608108 2.562274 0.777594
H 0.383979 3.595283 -3.038396
C -3.081841 -0.110275 -0.424109
H -1.931636 -3.586597 2.045545
H -2.796182 -5.374072 -5.004136
H 0.585665 5.495087 3.147608
S -2.903382 2.549754 0.251745
H 1.235148 -6.455090 2.325004
C 2.166936 4.683996 -0.957443
H -5.452211 2.543793 -1.184140
H 3.701248 3.738102 3.099980
O -1.889217 3.952286 3.308109
H -1.631050 2.811695 5.112466
H 4.617020 -3.340025 -1.041346
C -1.595021 -1.710553 -4.960958
C 5.775598 -2.560995 3.141358
C -0.897855 -3.870105 1.883365
C -6.159990 2.735930 2.608679
N -0.109401 2.910486 2.147027
H -1.876056 -0.102440 4.491680
C -1.468184 -3.945502 -4.112873
Sb 2.628781 -1.948765 0.034723
C -4.861665 2.674232 2.137030
C -4.621791 -1.022940 -1.777478
C -1.523908 1.573663 3.238523
B 1.224062 2.895211 1.411570
H 2.752563 -4.893513 1.219928
C 1.732918 -4.579950 1.416450
H 4.959617 -0.075299 0.316521
H -6.347099 2.830353 3.671773
C 2.000290 -0.149222 3.053331
N 0.126400 1.664772 -0.513578
H -1.274384 -0.676155 -4.957600
H 6.003116 -3.259619 3.937059
H -4.319966 -3.083359 -2.344878
H 3.071640 2.366741 -2.716675
C -6.960488 2.641819 0.336111
H 1.904143 1.160051 -6.418778
H -8.693361 3.063454 3.096217
H 1.307194 -1.019267 -5.446629
H -1.121182 -5.825691 2.746465
N 0.922279 2.727380 -0.125852
H 1.384037 4.247581 4.122913
N -2.486518 0.881701 0.356892
H 2.335789 3.112959 -5.055632
C -2.464143 -4.343272 -4.993149
C 6.637485 -1.505587 2.876187
H -9.246250 2.976193 1.504225
H 2.462418 5.047392 -1.939158
H -2.174963 -0.413682 2.773921
H -0.441443 -2.007264 0.980018
H 2.067681 0.452264 -1.629510
N -8.532378 2.725106 2.164380
C 6.343432 -0.621699 1.849053
H -3.036147 -1.375779 -6.511611
C 4.124462 2.829019 2.669026
N -0.777173 1.713839 2.194901
C 4.309104 -1.843109 1.358773

Cartesian forces, eV/Å:
0.02 0.07 -0.05
0.01 0.02 0.01
-0.01 0.01 -0.02
0.09 0.03 -0.06
0.04 0.00 0.01
0.02 0.13 0.07
0.01 0.00 0.00
-0.01 0.07 -0.05
-0.02 0.00 0.00
-0.05 -0.01 0.04
0.10 -0.55 -0.67
0.01 -0.01 -0.03
0.05 -0.04 -0.01
0.19 0.07 -0.12
-0.02 0.05 -0.01
-0.02 0.14 0.03
0.02 0.01 0.03
0.07 0.01 0.15
0.00 -0.01 0.03
0.01 0.00 0.01
0.02 -0.19 -0.13
-0.09 -0.02 -0.16
0.01 0.00 0.02
0.09 0.08 -0.01
-0.03 -0.01 -0.01
-0.33 -0.11 0.13
0.08 -0.07 0.01
0.03 -0.05 -0.14
-0.09 -0.16 0.10
0.00 -0.05 -0.01
-0.03 0.00 -0.02
-0.01 0.00 -0.02
-0.09 0.11 0.20
0.06 0.10 -0.06
0.00 -0.01 0.00
-0.16 0.04 0.57
0.00 0.07 -0.05
-0.12 0.22 -0.07
-0.01 0.03 -0.03
0.00 0.01 -0.01
0.02 0.17 -0.02
-0.02 -0.15 0.07
-0.25 0.19 -0.05
-0.02 0.03 -0.02
0.13 0.06 -0.05
-1.19 1.54 0.94
0.11 0.17 0.00
0.01 -0.03 -0.01
0.04 -0.05 -0.03
-0.12 -0.04 0.09
0.01 0.00 0.00
-0.01 0.00 0.00
0.00 -0.08 -0.01
0.11 0.02 -0.08
0.09 0.00 -0.02
-0.01 -0.04 0.00
0.05 -0.02 -0.10
0.11 0.14 0.10
0.00 0.00 -0.01
0.00 0.00 0.01
-0.01 0.00 0.00
0.01 0.01 -0.04
-0.11 -0.11 -0.02
-0.09 -0.07 0.29
0.01 0.03 -0.01
-0.19 -0.02 -0.16
0.00 0.10 0.14
0.02 -0.01 -0.01
0.03 -0.25 0.06
-0.03 0.02 0.06
0.62 0.04 0.50
0.01 0.00 0.00
0.01 0.01 0.00
-0.01 -0.02 -0.02
-0.02 0.13 0.27
-0.02 0.01 0.00
-0.06 -0.09 0.04
0.01 -0.05 -0.01
-0.01 -0.02 -0.01
0.06 0.05 -0.03
0.02 -0.02 -0.01
-0.01 -0.03 0.00
-0.04 0.07 0.03
0.04 0.02 0.02
0.00 -0.01 0.02
-0.02 0.00 -0.04
0.06 -0.17 0.06
-0.01 0.02 0.01
0.00 -0.09 0.05
0.08 0.01 -0.19
0.25 0.01 0.16
-0.06 -0.07 -0.09
0.13 -0.10 -0.12
0.16 -0.27 0.10
-0.01 0.00 0.01
0.09 0.01 -0.04
0.00 -0.02 0.00
-0.02 0.00 -0.01
-0.12 0.14 0.14
0.59 -0.39 -0.60
0.02 -0.02 -0.03
0.00 0.01 -0.01
0.02 0.01 0.00
-0.02 -0.01 0.00
-0.05 0.00 0.06
0.01 0.01 0.01
-0.01 0.02 0.04
-0.01 -0.02 0.03
0.00 0.01 -0.01
-0.27 0.03 -0.10
-0.01 -0.02 -0.01
-0.34 -0.66 -1.05
0.01 0.00 0.04
-0.03 -0.01 -0.01
0.02 -0.03 0.03
-0.04 0.03 -0.03
-0.01 -0.01 0.00
-0.02 -0.04 0.00
0.29 -0.41 0.00
0.05 -0.03 0.00
-0.03 -0.06 0.03
0.00 0.04 0.00
0.00 -0.01 0.01
0.06 0.03 0.00
0.03 0.45 -0.06
0.06 -0.09 0.02

Calculated values
Charge: +1
Electronic energy in eV: -101005.345
Multiplicity: 2

Atom charges from the Löwdin analysis, given in e for atoms 1 to 8:
1 C -0.277
2 H 0.110
3 H 0.083
4 C -0.387
5 H 0.060
6 H 0.115
7 H 0.100
8 C -0.165